No. 1
Below is an isolated molecule of C24H24N4O6S at a distorted geometry, with properties calculated with the ωB97M-V functional and the def2-TZVPD basis.

XYZ file:
```
59
Properties=species:S:1:pos:R:3:forces:R:3:lowdin_charge:R:1
C 2.6446 4.5915 2.8606 0.1 0.3 0.1 -0.0740
H 3.5732 4.4761 3.4280 0.0 0.0 0.0 0.0977
O 2.2008 3.3619 2.3400 0.0 -0.4 -0.3 -0.0861
C 3.0052 2.6900 1.4671 -0.1 -0.1 0.0 -0.2137
C 4.2465 3.1325 1.0284 -0.1 0.2 0.2 -0.0161
C 5.0021 2.3548 0.1657 0.0 -0.1 0.0 -0.0785
C 4.5397 1.1246 -0.2608 0.1 0.0 0.0 -0.0721
C 3.3008 0.6754 0.1630 0.0 0.2 0.0 -0.0048
C 2.5203 1.4569 0.9983 0.2 0.3 -0.1 -0.1536
N 1.2774 0.9557 1.4603 0.4 -0.4 0.2 0.0304
C 0.0633 1.5053 1.2263 0.0 0.5 -0.2 -0.4137
O -0.9404 1.0273 1.7333 -0.3 0.1 0.1 0.0551
C 0.0007 2.6673 0.2589 -0.2 0.0 -0.1 -0.0600
H 0.8069 3.3723 0.4390 0.0 0.0 0.0 0.1078
H -0.9577 3.1683 0.4074 0.1 0.0 0.1 0.1300
C 0.0725 2.1494 -1.1871 0.0 0.1 0.2 -0.0667
C -1.2029 1.4047 -1.4970 0.3 -0.1 -0.2 -0.4491
O -2.2994 1.9089 -1.4365 -0.3 0.3 0.1 0.0890
N -1.1127 0.0748 -1.8507 -0.7 0.0 -0.1 0.1252
C -0.0424 -0.7523 -2.0366 0.2 -1.1 -0.2 -0.5810
N 1.2002 -0.4280 -2.1046 -0.2 0.8 0.0 0.0459
C 1.9886 -1.5076 -2.3350 -0.1 -0.8 -0.1 -0.2570
C 1.3449 -2.6907 -2.4577 0.0 0.1 -0.1 -0.3901
S -0.3550 -2.4717 -2.2704 0.4 0.6 0.1 1.0727
H 1.7522 -3.6643 -2.6331 0.1 -0.2 0.0 0.0609
H 3.0497 -1.3596 -2.4132 0.2 -0.1 0.0 0.1056
H -2.0229 -0.3708 -1.9310 0.2 0.2 0.0 0.1195
H 0.9437 1.5162 -1.3425 -0.1 0.2 0.0 0.0826
H 0.1239 3.0070 -1.8614 0.0 -0.1 0.0 0.1344
C 1.3187 -0.2545 2.2682 -0.2 -0.2 0.1 -0.0200
H 2.3600 -0.4669 2.5132 -0.2 0.0 0.0 0.1429
C 0.7454 -1.4550 1.4992 0.1 0.3 0.4 -0.4500
O 1.4096 -2.0836 0.6977 0.3 -0.1 -0.2 0.0498
N -0.5205 -1.7541 1.8306 -0.6 -0.2 0.1 0.0789
H -1.0485 -1.0744 2.3603 0.2 0.0 -0.1 0.1268
C -1.2365 -2.8624 1.2500 0.1 -0.3 0.0 -0.1309
C -2.4241 -2.4863 0.3952 0.0 0.2 0.1 -0.2301
C -2.8886 -1.1862 0.2912 0.1 -0.2 0.2 -0.0475
C -3.9837 -0.8578 -0.5126 -0.4 -0.2 -0.3 0.0076
C -4.5961 -1.8819 -1.1896 0.3 -0.4 0.1 -0.2001
C -4.1398 -3.1981 -1.0793 0.0 0.4 0.1 -0.2005
C -3.0605 -3.5233 -0.3004 -0.3 0.0 -0.2 0.0214
H -2.7118 -4.5400 -0.2303 0.1 -0.2 0.0 0.1307
O -4.9220 -4.0164 -1.8509 0.4 -0.1 0.3 0.0357
C -5.8898 -3.1778 -2.4452 -0.9 -0.4 -0.8 -0.1605
O -5.6722 -1.8454 -2.0381 0.2 0.4 0.3 0.0377
H -5.8123 -3.2460 -3.5422 0.1 0.0 0.3 0.1396
H -6.8971 -3.4995 -2.1336 0.3 0.1 0.0 0.1399
H -4.3209 0.1614 -0.5991 0.0 0.2 0.0 0.1221
H -2.3996 -0.3835 0.8206 0.1 0.1 0.0 0.0900
H -0.5124 -3.4172 0.6443 -0.1 0.0 0.1 0.1135
H -1.5789 -3.5219 2.0586 0.1 0.0 -0.1 0.1335
H 0.7455 -0.0874 3.1852 0.1 0.0 0.0 0.1320
H 2.9235 -0.2881 -0.1408 -0.1 -0.1 0.0 0.0907
H 5.1399 0.5144 -0.9171 0.1 -0.1 -0.1 0.1027
H 5.9656 2.7168 -0.1599 0.1 0.0 0.0 0.1048
H 4.6408 4.0774 1.3671 0.0 0.1 0.0 0.1034
H 2.7896 5.3350 2.0704 0.0 0.0 0.0 0.0984
H 1.8529 4.9268 3.5284 0.1 0.0 0.0 0.0969
```
Forces are in eV/Å.

Summary:
Structure (SMILES): COc1ccccc1N(CC(=O)NCc1ccc2c(c1)OCO2)C(=O)CCC(=O)Nc1nccs1
Energy above the lowest of the compared OMol25 structures with the same formula, charge and spin, kcal/mol: 29.3
Calculated total energy, hartree: -1997.6548
HOMO-LUMO gap, eV: 8.7
Max |F|, Eh/bohr: 0.025

No. 2
Below is a structure of composition C17H19BrCuN7O4, with properties calculated with the ωB97M-V functional and the def2-TZVPD basis.

XYZ file:
```
49
Properties=species:S:1:pos:R:3:forces:R:3:mulliken_spin:R:1
Cu -1.6648 0.3400 0.3545 0.1 0.0 0.1 0.6306
O -1.2574 -1.7357 -3.1585 0.0 0.0 0.1 0.0007
C -0.4296 -0.9236 -3.8653 -0.1 -0.1 0.1 0.0071
C -0.0589 -1.3071 -5.1461 0.0 0.1 -0.1 -0.0013
C 0.7712 -0.4899 -5.8953 0.0 0.0 0.0 0.0022
C 1.2314 0.7181 -5.3851 0.0 0.0 0.0 -0.0002
C 0.8578 1.0922 -4.1050 0.0 0.0 0.0 0.0031
C 0.0403 0.2773 -3.3281 0.2 0.1 -0.1 0.0257
C -0.2565 0.6581 -1.9048 -0.2 -0.1 0.1 -0.0266
O -1.5521 0.3446 -1.5048 0.0 0.1 -0.2 0.2065
N 0.6514 -0.1197 -1.0223 0.1 -0.1 -0.1 -0.0051
N 0.2867 -0.0628 0.2732 0.1 -0.1 0.0 0.0664
C 1.0771 -0.3724 1.2288 -0.1 0.0 0.1 0.0064
C 0.6179 -0.4370 2.6063 0.0 0.0 -0.1 -0.0089
Br -1.2823 -0.2674 2.8181 -0.1 0.0 0.1 0.0472
C 1.3469 -0.6520 3.7015 0.1 0.0 -0.1 -0.0074
C 2.8162 -0.7372 3.7330 -0.1 0.0 0.0 0.0006
C 3.4155 -1.7257 4.5126 0.0 0.0 0.0 -0.0003
C 4.7942 -1.8393 4.5538 0.0 0.0 0.0 0.0004
C 5.5877 -0.9528 3.8379 0.0 0.0 0.0 -0.0007
C 4.9994 0.0547 3.0876 0.0 0.0 0.0 0.0006
C 3.6186 0.1644 3.0349 0.0 0.0 0.0 -0.0011
H -1.5559 -1.2075 -2.3923 0.0 0.0 0.0 -0.0078
H -0.4368 -2.2396 -5.5411 0.0 0.0 0.0 -0.0001
H 1.0533 -0.7969 -6.8933 0.0 0.0 0.0 0.0002
H 1.8666 1.3589 -5.9794 0.0 0.0 0.0 0.0001
H 1.1996 2.0347 -3.6927 0.0 0.0 0.0 0.0001
H -0.0676 1.7311 -1.7583 0.1 0.0 0.0 0.0144
H 1.6465 -0.0842 -1.2138 0.0 0.1 0.0 0.0031
H 2.1123 -0.6408 1.0369 0.0 0.0 0.0 0.0076
H 0.8297 -0.7916 4.6434 0.0 0.0 0.0 -0.0008
H 2.8004 -2.4138 5.0780 0.0 0.0 0.0 0.0000
H 5.2516 -2.6156 5.1513 0.0 0.0 0.0 0.0000
H 6.6648 -1.0361 3.8790 0.0 0.0 0.0 0.0000
H 5.6148 0.7660 2.5541 0.0 0.0 0.0 0.0000
H 3.1651 0.9820 2.4887 0.0 0.0 0.0 0.0001
N -3.6715 -1.1149 0.1549 0.1 0.0 0.0 -0.0013
N -4.7590 -0.2407 0.1802 0.0 0.0 0.1 0.0007
C -4.5754 1.0922 0.3327 0.0 -0.2 -0.1 -0.0010
N -5.6521 1.8612 0.2765 0.1 0.1 0.0 0.0011
N -3.3142 1.4715 0.5412 -0.3 0.2 0.1 0.0335
N -2.9934 2.8146 0.6807 0.1 -0.2 -0.2 0.0032
O -1.8020 3.0070 0.7862 0.0 0.0 0.0 -0.0018
O -3.8498 3.6760 0.6859 0.0 0.0 0.1 0.0023
H -3.5997 -1.5568 -0.7565 0.0 0.0 0.0 0.0004
H -3.7661 -1.8188 0.8785 -0.1 0.0 0.0 0.0003
H -5.6850 -0.5908 -0.0127 0.0 0.0 0.0 0.0001
H -6.5555 1.4677 0.0788 0.0 0.0 0.0 0.0000
H -5.5313 2.8583 0.3862 0.0 0.0 0.0 -0.0001
```
Forces are in eV/Å.

Summary:
Charge: +1
Calculated total energy, hartree: -5557.6049
2S+1: 2
HOMO-LUMO gap (spin up / spin down), eV: 7.4 / 6.4
Max |F|, Eh/bohr: 0.007

No. 3
Below is a cluster of 2 separate species, C4H8O2 in total at a distorted geometry, with properties calculated with the ωB97M-V functional and the def2-TZVPD basis.

XYZ file:
```
14
Properties=species:S:1:pos:R:3:forces:R:3:lowdin_charge:R:1
O 0.7042 0.4381 1.6389 -0.3 -0.4 0.1 0.0469
C 0.6452 0.9381 0.5497 0.7 1.0 -0.4 -0.3229
C 1.1230 2.3446 0.2618 1.3 -0.3 0.8 -0.0510
H 0.2729 0.4380 -0.3523 -0.2 -0.5 0.1 0.0922
H 1.8036 2.6624 1.0633 -0.6 0.1 0.2 0.0781
H 1.8120 2.3530 -0.5933 -0.8 0.1 -0.4 0.0788
H 0.2620 3.0060 0.2020 0.1 0.2 -0.4 0.0803
C -0.2848 -2.4808 -0.7789 -0.5 0.9 -1.0 0.0185
C -1.0453 -1.6023 -0.1498 0.3 0.9 2.0 -0.3167
O -1.8827 -0.6016 -0.6185 -0.5 -1.2 -0.7 -0.0340
H 0.5775 -2.8983 -0.2820 -0.4 -0.4 0.2 0.0606
H -0.4054 -2.5851 -1.8498 0.2 -0.1 -0.1 0.0598
H -0.9380 -1.4286 0.9239 0.3 -0.5 -0.1 0.1024
H -2.6442 -0.5836 -0.0150 0.3 0.2 -0.3 0.1069
```
Forces are in eV/Å.

Summary:
Structure (SMILES): C=CO.CC=O
Energy above the lowest of the compared OMol25 structures with the same formula, charge and spin, kcal/mol: 55.9
Calculated total energy, hartree: -307.6233
HOMO-LUMO gap, eV: 10.3
Max |F|, Eh/bohr: 0.043

No. 4
Below is a cluster of 2 separate species, C2H3O2 in total at a distorted geometry, with properties calculated with the ωB97M-V functional and the def2-TZVPD basis.

XYZ file:
```
7
Properties=species:S:1:pos:R:3:forces:R:3:lowdin_charge:R:1
C -1.1694 -0.3891 -0.0788 -4.1 -1.8 1.9 0.0187
C 1.4125 0.4815 0.0401 -1.2 2.8 -0.5 0.1219
O 1.6993 -0.5791 -0.0261 1.0 -3.2 0.1 0.3169
O -0.5463 0.6214 -0.0026 2.7 1.9 -0.3 0.0329
H -2.3242 -0.1928 0.0518 1.8 -0.9 -0.8 0.1685
H -0.8215 -1.4636 0.0469 0.3 1.1 -0.7 0.1452
H 1.7497 1.5217 -0.0314 -0.5 0.0 0.3 0.1959
```
Forces are in eV/Å.

Summary:
Charge: +1
Energy above the lowest of the compared OMol25 structures with the same formula, charge and spin, kcal/mol: 17.3
Calculated total energy, hartree: -228.1086
HOMO-LUMO gap, eV: 10.9
Max |F|, Eh/bohr: 0.095